Entry 1:
C27H63AgF2N9O9Pt as an isolated structure, computed with the ωB97M-V functional and the def2-TZVPD basis.

Structure (ORCA input):
```
! RIJCOSX wB97M-V def2-TZVPD def2/J DEFGRID3
* xyz 1 3
Ag -12.54254 25.44479 -11.11745
Pt -9.73953 23.88698 -12.86452
F -10.67499 25.85838 -12.87018
F -11.63895 23.23368 -11.85138
C -8.27887 27.99124 -11.73526
O -7.13342 28.27481 -12.12292
N -9.07653 28.96364 -11.23767
C -10.52635 28.72858 -11.25531
C -8.55653 30.34756 -10.92259
H -8.75610 27.00686 -11.85957
H -10.95054 29.06496 -12.20137
H -11.10723 29.31747 -10.54546
H -10.73028 27.65887 -11.20804
H -8.99988 30.83476 -10.05416
H -7.46921 30.42398 -10.92526
H -8.86438 30.96869 -11.76375
C -10.74861 23.43269 -16.11168
O -10.21205 23.77342 -15.07284
N -12.04328 23.15456 -16.22041
C -12.60963 22.92128 -17.59082
C -13.03961 23.37305 -15.12882
H -10.26513 23.34242 -17.09672
H -12.79675 23.80249 -18.20446
H -13.54658 22.36895 -17.51903
H -11.90092 22.30813 -18.14750
H -12.65165 23.72827 -14.17414
H -13.77650 24.10011 -15.47013
H -13.54456 22.41676 -14.99240
C -8.32478 19.36867 -10.44340
O -7.47157 18.47592 -10.28011
N -8.76199 20.15108 -9.41887
C -9.69179 21.22650 -9.62890
C -8.41483 19.96374 -7.96357
H -8.71779 19.66900 -11.42704
H -9.43450 22.06930 -8.98736
H -10.68011 20.83641 -9.38565
H -9.60488 21.77730 -10.56546
H -9.23666 19.86914 -7.25382
H -7.79091 19.07147 -7.91165
H -7.72394 20.74755 -7.65309
C -10.76853 27.26036 -16.38407
O -10.79377 26.81132 -17.55264
N -10.96387 28.60454 -16.18953
C -11.38405 29.17531 -14.86941
C -10.98513 29.60023 -17.26946
H -10.84995 26.58308 -15.51985
H -12.33545 29.67754 -15.04464
H -10.73365 30.01711 -14.63182
H -11.37835 28.41802 -14.08546
H -10.19493 30.31524 -17.04044
H -10.77607 29.18085 -18.25359
H -11.94311 30.11702 -17.32707
C -7.93276 24.63570 -10.09347
O -8.82720 24.72756 -10.93889
N -7.98152 25.29478 -8.90956
C -6.84042 25.29924 -8.05291
C -9.10185 26.05956 -8.42255
H -7.03142 24.00836 -10.17253
H -6.46053 26.31974 -8.00418
H -6.04539 24.61911 -8.35861
H -7.15481 25.04054 -7.04181
H -8.80003 27.10622 -8.46114
H -9.98353 26.02928 -9.06272
H -9.32051 25.75421 -7.39929
C -13.33529 25.80809 -8.11242
O -12.48286 26.28111 -8.87516
N -13.61502 24.52169 -8.09587
C -14.74867 23.99902 -7.23985
C -13.03238 23.48937 -8.89878
H -14.01901 26.34988 -7.44070
H -15.56416 23.69190 -7.89465
H -15.06586 24.81486 -6.59030
H -14.40147 23.09697 -6.73603
H -12.84325 22.57450 -8.33721
H -13.51576 23.19545 -9.83047
H -12.03820 23.84873 -9.16436
C -16.01610 24.89957 -10.99598
O -14.85624 25.13579 -11.31795
N -16.88918 25.45045 -10.10840
C -18.27133 24.85101 -9.92491
C -16.61757 26.65112 -9.25335
H -16.57101 24.04253 -11.40801
H -19.01460 25.58931 -10.22584
H -18.33530 24.65105 -8.85532
H -18.51213 23.89630 -10.39251
H -15.58488 26.94815 -9.43617
H -17.16247 27.56592 -9.48638
H -16.76467 26.43711 -8.19474
C -13.97417 29.22362 -11.43221
O -13.85305 28.00191 -11.23592
N -14.26037 30.12080 -10.52069
C -14.42255 31.58238 -10.81423
C -14.38422 29.77719 -9.09377
H -13.82046 29.58987 -12.45907
H -13.72650 32.18692 -10.23275
H -15.36966 31.80674 -10.32358
H -14.40111 31.83241 -11.87496
H -13.48135 29.79677 -8.48341
H -15.16125 30.35848 -8.59734
H -14.74728 28.75821 -8.95967
C -16.93977 28.41246 -13.67170
O -16.41045 29.52449 -13.72772
N -16.70718 27.35344 -14.43560
C -17.08897 25.99553 -14.08244
C -15.76085 27.51785 -15.68397
H -17.69859 28.17127 -12.91129
H -17.67617 25.49301 -14.85105
H -17.73913 26.09543 -13.21330
H -16.21666 25.37235 -13.88540
H -16.07501 27.16794 -16.66731
H -15.39133 28.53338 -15.82630
H -14.83400 26.94602 -15.63860
*
```

The calculation puts the HOMO-LUMO gap (spin up / spin down) at 7.9 / 6.9 eV.

These are the Löwdin partial charges, in e, on atoms 1 to 5: 0.7678, 1.2281, -0.5675, -0.5939, -0.3270


Entry 2:
A 4-piece molecular cluster, C27H63Cl4N7O6P overall, computed with the ωB97M-V functional and the def2-TZVPD basis.

Structure (ORCA input):
```
! RIJCOSX wB97M-V def2-TZVPD def2/J DEFGRID3
* xyz 1 1
C -0.73841 -1.44874 4.88338
C -0.58236 0.03186 5.17289
N 0.38897 0.69926 4.27533
C 0.43789 2.13093 4.60552
C 0.32576 3.04644 3.39299
N -1.06956 3.18443 2.94123
C -1.56074 2.57494 1.88893
N -2.87724 2.80645 1.64841
C -3.51935 2.32920 0.40071
C -4.73507 1.48072 0.76145
C -5.25415 0.64881 -0.38800
Cl -6.04648 2.63063 1.21253
N -0.72463 1.72684 1.17438
C -1.10284 0.30147 1.24505
C -0.93283 -0.51946 -0.00586
O -1.89979 -0.19697 -0.99623
C -0.09332 2.21966 -0.04738
Cl -0.43134 3.99696 -0.18184
C 1.44124 2.07443 -0.01393
C 1.93702 0.94621 0.86910
Cl 2.12523 2.02145 -1.65952
P -2.18252 4.28113 3.86948
O -1.21978 4.86519 5.01260
Cl -2.29371 5.83305 2.52815
C 1.68041 0.06722 4.54768
C 2.17560 -0.93605 3.53904
O 2.31434 0.30006 5.53871
H -0.72763 -1.67162 3.82096
H -1.68332 -1.80978 5.26813
H 0.02852 -2.04917 5.35797
H -0.25976 0.13422 6.20901
H -1.55734 0.50402 5.10228
H -0.38092 2.34862 5.28072
H 1.33144 2.41047 5.15580
H 0.99357 2.78980 2.58944
H 0.62825 4.02796 3.73410
H -3.41878 2.42669 2.42263
H -3.91140 3.20735 -0.09459
H -2.86800 1.84168 -0.31155
H -4.53058 0.82126 1.59964
H -5.92746 -0.09868 0.01416
H -4.46354 0.12081 -0.90579
H -5.80794 1.23229 -1.10420
H -2.14364 0.21722 1.55420
H -0.54080 -0.17177 2.04450
H -1.07972 -1.55624 0.27819
H 0.04087 -0.44608 -0.47848
H -2.45624 -0.95840 -1.16868
H -0.48523 1.83776 -0.98040
H 1.82753 2.99317 0.40318
H 2.90096 0.62839 0.49025
H 1.31585 0.06494 0.86321
H 2.10943 1.23815 1.89642
H -0.51364 5.40497 4.62408
H 1.55126 -0.99362 2.65950
H 3.19770 -0.71044 3.26059
H 2.14935 -1.90056 4.03220
C -1.15172 2.66890 -6.44324
C -0.66567 2.66813 -4.99785
C -1.64715 2.00190 -4.03719
O -2.76728 2.80050 -3.70289
C -3.81956 2.77838 -4.65476
N -0.34347 4.03992 -4.59652
H -1.93178 3.41076 -6.61352
H -0.32804 2.91262 -7.11231
H -1.53952 1.68937 -6.73067
H 0.26005 2.08535 -4.96591
H -1.12849 1.81963 -3.09809
H -1.96849 1.02105 -4.41215
H -3.91433 1.79688 -5.12801
H -3.67489 3.54376 -5.41895
H -4.74596 3.00503 -4.13177
H 0.07442 4.02861 -3.66923
H -1.21959 4.53852 -4.46479
C 7.50652 -2.85995 0.72045
C 6.21930 -3.42650 1.31073
C 4.98928 -2.54197 1.06299
O 4.90661 -1.39428 1.89210
C 5.66346 -0.27772 1.45678
N 6.43094 -3.69525 2.73499
H 7.90069 -2.03396 1.31221
H 8.27528 -3.63052 0.69734
H 7.35194 -2.50826 -0.30160
H 6.02636 -4.38210 0.81502
H 4.09766 -3.13127 1.29572
H 4.91331 -2.25458 0.00570
H 5.69165 -0.20620 0.36551
H 6.67953 -0.30769 1.85339
H 5.17916 0.61584 1.85425
H 5.61546 -4.16891 3.11323
H 6.44584 -2.80311 3.22149
C 0.15376 -4.95041 -3.38125
C -1.21449 -5.61969 -3.29656
C -2.27922 -4.95931 -4.18378
O -2.79813 -3.74400 -3.66943
C -2.01706 -2.59706 -3.93087
N -1.62813 -5.67593 -1.89090
H 0.18465 -4.00828 -2.83237
H 0.91307 -5.59874 -2.94575
H 0.43402 -4.75351 -4.41744
H -1.09580 -6.64648 -3.65212
H -3.13485 -5.63515 -4.24775
H -1.91205 -4.81596 -5.20751
H -1.52341 -2.64859 -4.90466
H -1.27149 -2.44779 -3.14289
H -2.68515 -1.73343 -3.92761
H -2.48805 -6.21200 -1.81675
H -1.90031 -4.73608 -1.61707
*
```

The calculation puts the HOMO-LUMO gap at 7.6 eV.

These are the Löwdin partial charges, in e, on atoms 1 to 5: -0.0688, -0.2268, -0.0739, -0.1517, -0.1217


Record-wise F_max values, in eV/Å: 4.75 1.97